Model w:
Formula: C3H6N4S
Source: the Open Molecules 2025 dataset
Level of theory: ωB97M-V/def2-TZVPD

```
14
Properties=species:S:1:pos:R:3
C -0.0022 0.5544 -0.2177
C 1.1415 1.5836 -0.1296
C 0.3151 -0.8456 0.1367
H -2.0739 -0.8725 -0.3302
H -2.9944 0.5071 -0.8976
H 1.1733 2.0639 -1.2004
H 0.9484 2.2684 0.7610
H 1.6853 -1.3578 1.4925
H -0.4769 -2.6732 0.6539
N -2.0865 -0.0202 -0.8551
N -1.1390 0.8799 -0.7307
N 1.6055 -1.0095 0.5819
N -0.6736 -1.6267 0.3861
S 2.5774 0.5483 0.3493
```

Calculated values
SMILES = [H]/N=C1\NSC\C1=N\N

---

Model x:
Formula: C3H6N4S
Source: the Open Molecules 2025 dataset
Level of theory: ωB97M-V/def2-TZVPD

```
14
Properties=species:S:1:pos:R:3
C 1.8044 0.9763 0.3828
C 0.6408 1.2562 -0.4825
C -1.9890 -0.9382 0.4354
H 1.2310 -1.0324 -1.1970
H 2.1041 1.8321 0.9528
H 0.6890 2.1026 -1.1432
H -0.0289 -0.5804 1.0382
H -2.0341 -1.7092 1.2005
H -2.7505 0.0857 -0.9562
N 2.4420 -0.1084 0.5129
N -0.5228 0.6679 -0.4624
N -0.7340 -0.3476 0.3781
N -3.0181 -0.6873 -0.2919
S 2.1662 -1.5173 -0.3674
```

Calculated values
SMILES = [H]/N=C\N/N=C\C=N/S

---

Model y:
Formula: C3H6N4S
Source: the Open Molecules 2025 dataset
Level of theory: ωB97M-V/def2-TZVPD

```
14
Properties=species:S:1:pos:R:3
C -0.4326 -0.0651 0.0998
C 0.0767 1.7581 1.7187
C 1.1822 -0.9174 -1.4592
N -1.0047 -1.8380 -1.2888
N -2.3946 -1.6029 -0.4347
N 0.3068 0.8197 0.6384
N -0.1388 -0.8950 -0.9043
S -2.1873 -0.4082 0.6338
H 0.4164 1.3907 2.6919
H -0.9721 1.9266 1.8737
H 0.6160 2.5744 1.4087
H 1.9508 -0.7941 -0.7512
H 1.3287 -1.8272 -2.0117
H 1.2525 -0.1217 -2.2153
```

Calculated values
SMILES = C/N=c1\snnn1C

---

Model z:
Formula: C3H6N4S
Source: the Open Molecules 2025 dataset
Level of theory: ωB97M-V/def2-TZVPD

```
14
Properties=species:S:1:pos:R:3
C -0.4650 0.7360 0.8759
C 1.3146 -0.7837 0.6153
C 0.0051 -0.9111 -1.9962
H -2.0568 2.0808 0.7995
H -0.9273 1.9374 -0.7817
H -0.2781 -0.2703 2.5220
H 1.1393 -1.0232 1.7394
H -0.0647 -0.8639 -2.9897
H -0.2326 -1.9056 -1.5433
N -1.0294 1.7187 0.2199
N -0.8018 0.5287 2.1141
N 0.3617 -0.0894 0.0166
N 0.2481 0.2183 -1.4036
S 2.7870 -1.3726 -0.1881
```

Calculated values
SMILES = [H]/N=C(/N)N(C=S)N=C

---

Of them, the most stable is model x and the least stable is model y.

---

Model w:
Formula: C2H3BrN2S
Source: the Open Molecules 2025 dataset
Level of theory: ωB97M-V/def2-TZVPD

```
9
C2H3BrN2S ωB97M-V/def2-TZVPD
C -0.4469 -0.8422 -1.2093
C 1.0282 0.3373 0.5483
N -1.2105 -0.0127 -0.6536
N -0.7647 0.8204 0.2377
S 1.2133 -0.9879 -0.5978
Br -1.7628 0.8538 1.8497
H -0.7542 -1.4540 -2.0375
H 1.5583 1.2422 0.2821
H 1.1394 0.0431 1.5805
```

---

Model x:
Formula: C2H3BrN2S
Source: the Open Molecules 2025 dataset
Level of theory: ωB97M-V/def2-TZVPD

```
9
Properties=species:S:1:pos:R:3
C -0.7815 1.3152 -0.3816
C -0.0824 -0.8864 0.5968
N 0.0398 0.7254 -1.1616
N 0.5359 -0.4351 -0.7647
S -1.1724 0.4852 1.0870
Br 2.5193 -0.4378 -0.6556
H -1.1625 2.1900 -0.6497
H -0.6858 -1.7664 0.6929
H 0.7895 -1.1901 1.2364
```

Calculated values
SMILES = BrN1CSC=N1

---

Of them, the most stable is model x and the least stable is model w.

---

Model w:
Formula: C36H48N9O15
Source: the Open Molecules 2025 dataset
Level of theory: ωB97M-V/def2-TZVPD

```
108
Properties=species:S:1:pos:R:3
N -68.9198 -11.3810 -10.0899
O -69.0400 -10.3580 -9.3252
O -68.8048 -11.1539 -11.3476
O -68.3699 -12.4094 -9.7238
C -71.3889 -7.9952 -8.3211
C -71.1474 -7.5832 -9.8387
C -71.7851 -6.2381 -10.3589
C -72.6859 -5.3456 -9.3856
C -72.6674 -5.7450 -8.0128
C -72.0085 -7.0537 -7.4440
N -73.3484 -4.2156 -9.9641
O -73.5669 -4.0284 -11.2079
O -73.5859 -3.3791 -9.1178
H -70.7438 -8.9242 -7.8867
H -70.5157 -8.2618 -10.5678
H -71.6827 -6.2057 -11.4285
H -73.2306 -5.1946 -7.2547
H -72.2519 -7.2519 -6.4746
C -65.9456 -9.3978 -7.8476
C -66.8205 -9.1427 -6.5774
C -66.3011 -8.2375 -5.4967
C -65.0439 -7.3658 -5.8258
C -64.1238 -7.8372 -7.0760
C -64.6981 -8.8634 -8.0705
N -64.6772 -6.2390 -4.9824
O -65.5363 -5.8290 -4.0957
O -63.7125 -5.5975 -5.3493
H -66.2508 -10.1848 -8.6895
H -67.7664 -9.8282 -6.4255
H -66.6320 -8.2600 -4.4815
H -63.1501 -7.3118 -7.2776
H -64.2066 -9.0194 -8.9467
C -69.8197 -15.6646 -13.6390
C -69.0351 -16.9521 -13.9202
C -67.7676 -17.2564 -13.1973
C -67.2724 -16.3268 -12.0339
C -68.1198 -15.0244 -11.8162
C -69.3728 -14.8153 -12.6137
N -66.0417 -16.6049 -11.2027
O -65.7673 -17.8008 -11.2518
O -65.6192 -15.7250 -10.4451
H -70.7085 -15.5333 -14.0694
H -69.3929 -17.5443 -14.7383
H -66.9772 -17.8849 -13.5835
H -67.7452 -14.2985 -11.1090
H -69.9354 -13.8978 -12.3253
C -72.6349 -12.6553 -13.5391
C -72.1777 -11.5992 -12.5089
C -72.1727 -10.2181 -12.9883
C -72.8969 -9.7645 -14.2976
C -73.1599 -10.8534 -15.2580
C -73.1221 -12.2986 -14.8155
N -73.0105 -8.2761 -14.6944
O -72.5263 -7.4459 -13.8563
O -73.5554 -8.1162 -15.6911
H -72.7647 -13.6186 -13.1895
H -71.6620 -11.8724 -11.5581
H -71.6568 -9.4525 -12.3895
H -73.8004 -10.7797 -16.3287
H -73.1695 -12.9682 -15.5510
C -68.3721 -5.3407 -12.6673
O -69.5875 -5.3446 -12.7851
N -67.8018 -6.5727 -12.3331
C -66.4160 -6.7307 -11.8998
C -68.5326 -7.8128 -12.2294
H -67.8615 -4.2993 -12.6931
H -65.8468 -5.7872 -12.1935
H -66.0040 -7.4592 -12.5734
H -66.4230 -7.0230 -10.8261
H -69.6454 -7.8338 -12.6941
H -68.4756 -8.1144 -11.2260
H -68.0338 -8.6600 -12.8041
C -64.6162 -12.6371 -14.7012
O -63.7384 -13.3655 -15.1038
N -65.9411 -12.9662 -14.8445
C -67.0171 -12.1213 -14.3087
C -66.2808 -14.3157 -15.3488
H -64.4785 -11.6591 -14.1936
H -66.8313 -11.0797 -13.9366
H -67.7320 -12.5352 -13.5789
H -67.8169 -11.9809 -15.0713
H -65.4880 -15.1901 -14.9471
H -66.1234 -14.3775 -16.3431
H -67.3315 -14.6786 -15.2643
C -74.2448 -12.6697 -9.1827
O -73.5187 -13.6038 -9.5969
N -73.5870 -11.5718 -8.6875
C -74.4134 -10.5134 -8.0678
C -72.0844 -11.3046 -8.7001
H -75.3710 -12.6359 -8.9807
H -75.4779 -10.7404 -7.8953
H -74.2039 -9.5057 -8.6596
H -74.3187 -10.2743 -7.0896
H -71.5188 -10.9813 -7.8694
H -71.8927 -10.5309 -9.5456
H -71.4732 -12.0444 -8.9667
C -69.0153 -15.8757 -8.1791
O -67.9874 -16.5949 -7.8963
N -70.2195 -16.4308 -8.0384
C -71.4779 -15.7644 -8.3432
C -70.4446 -17.8239 -7.5548
H -69.0939 -14.8885 -8.7252
H -72.3510 -16.2245 -8.3841
H -71.4144 -15.3848 -9.4216
H -71.5250 -14.9351 -7.6930
H -71.5270 -18.2972 -7.9823
H -70.4810 -17.9411 -6.6522
H -69.6524 -18.4860 -8.1041
```

Calculated values
Charge = -1

---

Model x:
Formula: C36H48N9O15
Source: the Open Molecules 2025 dataset
Level of theory: ωB97M-V/def2-TZVPD

```
108
Properties=species:S:1:pos:R:3
N -0.2594 -0.3797 -0.2555
O -0.0754 -0.3817 -1.5195
O -1.3714 0.0843 0.2575
O 0.6036 -0.6487 0.5055
C 4.8096 -1.0227 2.1625
C 6.3576 -0.9667 2.4145
C 7.2396 -1.2597 1.1885
C 6.4786 -1.6657 -0.0405
C 4.9096 -1.7907 -0.1675
C 4.1356 -1.4187 1.0415
N 7.2776 -2.0867 -1.2575
O 6.5416 -2.4067 -2.3855
O 8.4946 -1.9537 -1.1595
H 4.1606 -0.6807 3.0055
H 6.8216 -0.7687 3.3575
H 8.1506 -1.3767 1.5665
H 4.3836 -2.0217 -1.1675
H 3.1296 -1.1007 0.7595
C -3.4004 -4.0857 -1.7985
C -3.0344 -2.7337 -1.0835
C -4.0324 -1.5547 -1.1325
C -5.2294 -1.7307 -1.9855
C -5.6544 -3.0507 -2.5635
C -4.6644 -4.2037 -2.4325
N -6.0114 -0.4357 -2.3295
O -6.8764 -0.4607 -3.2975
O -5.6264 0.5923 -1.8015
H -2.6164 -4.8387 -1.5135
H -2.0274 -2.8067 -0.4625
H -3.7564 -0.5667 -0.8035
H -6.5934 -3.0667 -3.1555
H -4.7364 -5.1707 -2.8965
C -3.0664 -1.7317 4.6835
C -2.2234 -1.3807 3.3435
C -1.4914 -2.5197 2.7545
C -1.4814 -3.9277 3.4515
C -2.4374 -4.2327 4.6535
C -3.1424 -3.0647 5.1825
N -0.7194 -5.0407 2.8775
O -0.6464 -6.0437 3.5965
O -0.2384 -5.0277 1.7795
H -3.6494 -0.9447 5.2345
H -2.3164 -0.3397 3.0685
H -1.1794 -2.3377 1.7055
H -2.5084 -5.1877 4.9205
H -3.8794 -3.0457 5.9425
C 0.6336 3.0073 1.5615
C 0.2406 4.1633 0.6955
C -0.0194 5.4513 1.3945
C 0.2226 5.5183 2.9595
C 0.6896 4.2383 3.7835
C 0.8056 2.9363 2.9135
N -0.2884 6.6193 3.7125
O -0.2944 6.5273 4.9675
O -0.6094 7.6663 3.0595
H 1.0806 2.1823 1.0495
H 0.1436 3.9963 -0.6015
H -0.3164 6.3163 0.7295
H 0.6946 4.3453 4.7115
H 1.1526 2.0193 3.5405
C -4.5374 2.3683 4.0265
O -5.2874 2.9313 4.8225
N -3.6554 2.9443 3.2215
C -2.9544 2.4143 2.1725
C -3.5884 4.3913 3.2805
H -4.5214 1.2363 3.9165
H -3.1314 1.2373 1.9825
H -1.8964 2.4863 2.0455
H -3.5294 2.7643 1.2685
H -2.9614 4.7463 2.5965
H -3.3774 4.8883 4.3815
H -4.5174 4.9453 3.0735
C -0.7974 1.5923 -4.2185
O -0.0454 1.6843 -5.3115
N -1.9894 2.0073 -4.2885
C -2.9224 1.6263 -3.0435
C -2.5484 2.8223 -5.2645
H -0.2664 1.3423 -3.1795
H -3.4374 0.5013 -3.1855
H -3.4494 2.5113 -2.8295
H -2.2574 1.3003 -2.1035
H -1.8614 2.9853 -6.1245
H -2.7754 3.6643 -4.8925
H -3.4834 2.1533 -5.7365
C 2.2056 -2.7527 -3.0255
O 2.9856 -2.4687 -3.9055
N 2.4446 -3.7747 -2.0995
C 1.5946 -3.7067 -0.8865
C 3.4006 -4.8467 -2.3155
H 1.5426 -1.8487 -2.5275
H 2.3146 -3.9407 0.0545
H 0.7576 -4.3397 -1.0825
H 0.9996 -2.7927 -0.6855
H 3.1096 -5.7707 -2.3665
H 4.2166 -4.8127 -1.5715
H 4.1236 -4.7737 -3.1755
C 4.4286 2.9093 -1.8715
O 5.2426 3.6673 -2.4025
N 4.0116 1.7793 -2.5155
C 3.1186 0.8553 -1.8955
C 4.4766 1.5193 -3.9565
H 3.8796 3.1153 -1.0765
H 3.5966 0.3433 -0.8625
H 2.8086 0.1783 -2.7065
H 2.2686 1.2183 -1.4555
H 3.6836 1.8723 -4.5125
H 4.6546 0.4913 -4.2385
H 5.2446 2.1343 -4.2495
```

Calculated values
Charge = -1

---

Of them, the most stable is model w and the least stable is model x.